An isolated ion of composition C7H17N5 and charge +2. Source: the Open Molecules 2025 dataset; level of theory: the ωB97M-V functional and the def2-TZVPD basis.

Structure (XYZ):
```
29
Properties=species:S:1:pos:R:3:lowdin_charge:R:1
C -0.751 1.701 -0.157 -0.343
C 0.527 -0.159 0.513 0.000
C -0.782 -0.449 -1.515 -0.268
C -2.493 -1.561 0.013 0.045
C 0.057 -0.695 -2.744 0.012
C 2.143 -1.530 1.729 -0.038
C 2.379 0.787 1.850 0.009
N -0.946 1.009 -1.321 0.165
N 0.060 1.113 0.663 0.098
N -1.610 -1.421 -1.203 0.059
N -1.388 2.872 -0.001 0.258
N 1.575 -0.304 1.278 -0.193
H -3.504 -1.828 -0.236 0.096
H -2.545 -0.494 0.360 0.099
H -1.928 -2.313 0.628 0.127
H 1.159 -0.474 -2.502 0.137
H -0.153 0.038 -3.598 0.132
H -0.153 -1.680 -3.185 0.100
H 3.174 -1.401 2.034 0.089
H 1.659 -1.693 2.771 0.147
H 1.938 -2.492 1.173 0.129
H 1.957 1.288 2.719 0.113
H 3.328 0.398 1.913 0.067
H 2.371 1.564 0.974 0.146
H -1.471 1.499 -2.021 0.168
H 0.154 1.695 1.528 0.193
H -1.356 -2.205 -1.792 0.158
H -1.921 3.259 -0.717 0.114
H -1.480 3.476 0.845 0.182
```

The value obtained for the total energy is -14966.424 eV. Its charge is +2. As for the orbital gap: 9.0443 eV. As for the HOMO energy: -0.6190 Ha.